Record 1
{
  "formula": "C5H14NO2P",
  "method": "the ωB97M-V functional and the def2-TZVPD basis",
  "species": ["P", "O", "O", "N", "C", "C", "C", "C", "C", "H", "H", "H", "H", "H", "H", "H", "H", "H", "H", "H", "H", "H", "H"],
  "coordinates": [[1.621, 0.440, 0.265], [2.280, -0.957, -0.115], [2.041, 0.855, 1.572], [-0.025, 0.011, 0.037], [-1.773, -1.233, 1.209], [-0.958, 1.175, -0.072], [-0.494, 2.223, -1.085], [-0.344, -0.794, 1.179], [1.617, -1.578, -1.219], [-1.291, 1.574, 0.908], [0.303, -1.706, 1.075], [-2.040, -1.931, 0.362], [2.049, 1.311, -0.687], [0.634, -1.833, -1.044], [1.621, -0.770, -1.969], [2.156, -2.436, -1.462], [-1.956, -1.723, 2.102], [-0.139, -0.346, 2.196], [0.461, 2.728, -0.691], [-2.422, -0.335, 1.223], [-0.265, 1.714, -2.039], [-1.763, 0.735, -0.535], [-1.314, 2.875, -1.212]],
  "smiles": "CCN(CC)[P@@H](=O)OC",
  "homo_ev": -9.56,
  "orbital_gap_ev": 10.40,
  "e_tot_ha": -745.49805,
  "de_lowest_ev": 0.000
}

Record 2
{
  "formula": "C5H14NO3Si",
  "method": "the ωB97M-V functional and the def2-TZVPD basis",
  "species": ["Si", "O", "O", "O", "N", "C", "C", "C", "C", "C", "H", "H", "H", "H", "H", "H", "H", "H", "H", "H", "H", "H", "H", "H"],
  "coordinates": [[0.711, 0.043, 0.536], [1.463, -1.243, 0.116], [-1.022, -0.091, -0.648], [1.347, 1.386, -0.020], [-0.445, 0.155, 1.818], [2.740, 1.631, -0.535], [-1.122, 0.727, -1.839], [1.255, -2.661, 0.169], [-2.110, -0.208, 0.208], [-1.817, 0.320, 1.595], [-0.095, 0.566, 2.743], [-0.085, 1.181, -2.116], [2.743, 2.695, -0.322], [-3.051, 0.331, -0.296], [3.458, 1.084, 0.088], [-2.037, 1.356, 1.482], [2.221, -3.175, 0.291], [-1.555, 0.277, -2.727], [-2.449, -0.160, 2.378], [0.581, -2.805, 0.961], [-1.901, 1.499, -1.627], [2.810, 1.337, -1.615], [0.783, -2.974, -0.771], [-2.423, -1.273, 0.132]],
  "homo_ev": -13.61,
  "orbital_gap_ev": 10.67,
  "e_tot_ha": -768.68548,
  "charge": 1,
  "de_lowest_ev": 0.481
}

Question: Which formula does entry 1 have?
Answer: C5H14NO2P